Density functional theory data (ωB97M-V with the def2-TZVPD basis set) for a single C24H39N5O6 molecule.

The HOMO-LUMO gap comes out at 9.51 eV. For the energy above the lowest of the compared OMol25 structures with the same formula, charge and spin, the calculation gives 67.70 kJ/mol. As for the total energy: -1663.27091 hartree. Its HOMO energy is -8.912 eV. As for the LUMO energy: 0.602 eV.

Last column: Löwdin charge in e.
Geometry (Å):
H (-2.9192, 0.7809, 3.5411)  0.13
C (-1.0058, 3.5860, 4.5433)  -0.57
C (1.5296, 1.7966, -0.8507)  -0.01
C (-0.7997, -5.3505, -0.7704)  -0.16
C (-0.3986, 1.3838, 3.7380)  -0.52
O (2.5354, -0.2366, -1.7879)  0.03
N (-0.0474, -4.5351, -1.4507)  0.11
C (-1.2477, -2.4959, -4.8358)  -0.07
H (-0.7963, 4.3821, 2.5471)  0.09
N (1.1446, -2.4567, -2.6149)  0.13
H (0.7268, 3.8715, 3.2894)  0.08
H (-1.8849, -0.1462, -6.0236)  0.08
C (-0.8178, -0.3543, -6.0519)  -0.07
H (-1.1089, -3.0541, -5.7608)  0.08
H (2.8155, -1.9376, -3.6936)  0.16
C (-0.3935, -3.2716, -1.0574)  -0.15
H (1.3854, 2.4418, -1.7126)  0.08
C (3.9150, 1.7620, -1.6743)  -0.01
C (2.7994, 0.9593, -1.0051)  -0.55
H (4.8135, 1.1554, -1.7682)  0.09
H (-2.9372, 4.2940, 3.8858)  0.09
C (3.2606, 0.4166, 0.3474)  -0.01
H (-0.7673, -6.4187, -0.8477)  0.12
H (-0.2961, -1.7911, 3.4063)  0.13
H (-3.6186, -0.5288, 1.4662)  0.13
H (-0.0170, -0.1483, 0.8294)  0.11
O (-3.4728, -2.6235, 0.6376)  0.06
H (-0.7551, 2.8977, 6.5741)  0.09
H (1.2458, -2.4892, -5.4306)  0.12
H (1.2799, -3.4528, -2.7268)  0.13
C (-2.3582, 4.2512, 4.8046)  -0.02
H (3.5130, 1.2355, 1.0141)  0.09
H (0.7505, 2.9953, 5.6505)  0.08
C (-1.3823, -3.3484, -0.0911)  -0.09
H (-0.6072, -0.6468, -3.9483)  0.12
H (0.6691, 1.1355, -0.7826)  0.06
H (3.6016, 2.0827, -2.6644)  0.08
N (-1.7253, -1.2812, 1.1354)  -0.03
H (-0.0224, 4.4736, 6.2398)  0.09
H (-2.3033, -2.2511, -4.7413)  0.08
C (-2.5843, -0.2394, 1.6580)  -0.09
H (-0.9761, -3.1386, -4.0023)  0.06
H (4.1332, -0.2182, 0.2157)  0.09
H (-2.9189, 3.6804, 5.5403)  0.09
H (1.5944, 2.4043, 0.0479)  0.09
C (1.0930, -1.5321, -4.9268)  -0.11
C (1.9353, -0.1581, -2.9645)  -0.46
O (-0.1642, -0.9487, -1.5216)  0.08
N (-0.9341, 0.1814, 3.3928)  -0.03
H (-2.3580, 0.6938, 1.1312)  0.14
H (-2.2095, 5.2600, 5.1773)  0.09
H (4.1415, 2.6393, -1.0750)  0.09
H (2.4684, -0.1739, 0.7983)  0.07
C (-2.3399, -0.0571, 3.1590)  -0.10
H (0.9567, -0.5666, 3.0565)  0.12
H (-0.2831, 0.5914, -6.0289)  0.08
H (-0.0525, 5.3715, 3.8118)  0.09
H (0.2634, -1.8917, 1.0030)  0.12
O (1.6493, 0.8447, -3.5599)  0.13
O (-1.3566, 2.2663, 4.0604)  0.02
C (-0.3217, -1.0494, 1.3690)  -0.12
H (-0.5916, -0.8637, -6.9873)  0.08
H (1.5962, -0.7583, -5.5080)  0.12
O (0.7952, 1.5808, 3.7728)  0.08
C (0.1904, -2.0954, -1.7366)  -0.42
H (-2.3605, -5.0568, 0.6474)  0.17
H (-2.6302, -0.9703, 3.6911)  0.13
C (-0.0783, -0.8585, 2.8729)  -0.10
C (-0.4112, -1.2171, -4.8591)  -0.42
N (-1.6314, -4.6846, 0.0586)  0.14
C (-0.2031, 3.4802, 5.8393)  -0.02
C (-2.2739, -2.3806, 0.5903)  -0.39
C (-0.2287, 4.3540, 3.4749)  -0.02
C (1.7876, -1.5720, -3.5579)  -0.18

Force components x, y, z for each atom (eV/Å):
H 0.0 -0.1 0.0
C 0.2 0.6 0.2
C 0.1 -0.1 -0.2
C 0.0 -0.1 0.0
C -0.1 -0.3 0.1
O 0.3 -0.1 0.3
N 0.2 -0.1 -0.2
C 0.0 0.2 0.1
H -0.1 0.0 -0.1
N 0.2 -0.2 -0.1
H 0.0 0.1 0.0
H -0.1 0.0 -0.1
C 0.0 -0.1 0.3
H 0.0 -0.1 -0.1
H -0.1 0.1 0.1
C -0.6 -0.3 0.7
H 0.0 0.0 0.0
C -0.2 -0.3 0.0
C 0.2 0.5 0.3
H 0.1 0.0 0.0
H -0.1 0.0 -0.1
C -0.1 0.0 -0.4
H -0.1 -0.2 0.1
H 0.0 0.0 0.0
H 0.1 0.1 0.0
H 0.0 -0.1 0.0
O -0.2 -0.2 0.0
H -0.1 0.0 0.1
H 0.1 0.0 0.0
H 0.0 0.1 0.1
C 0.3 -0.3 -0.1
H 0.0 0.1 0.1
H 0.0 0.0 0.0
C 0.3 0.1 -0.5
H 0.0 0.0 0.0
H -0.1 0.0 0.1
H 0.0 0.1 0.0
N -0.1 0.1 0.0
H 0.0 0.1 0.1
H -0.1 0.0 0.0
C -0.4 0.0 0.3
H 0.0 -0.1 0.0
H 0.1 -0.1 0.0
H -0.1 0.0 0.1
H 0.0 0.1 0.1
C 0.0 0.2 0.4
C 0.1 -0.4 -0.4
O -0.2 0.1 0.0
N -0.1 0.0 0.0
H 0.0 0.0 0.0
H 0.0 0.1 0.0
H 0.0 0.1 0.1
H -0.1 -0.1 0.1
C -0.3 0.1 -0.2
H -0.1 -0.1 0.0
H 0.1 0.1 -0.1
H 0.0 0.1 0.0
H 0.0 0.1 0.0
O 0.0 0.1 0.0
O -0.2 0.0 0.0
C 0.4 0.0 0.3
H 0.0 0.0 -0.2
H 0.1 -0.1 -0.1
O 0.3 0.3 0.0
C 0.2 -0.2 -0.1
H 0.0 0.0 -0.1
H 0.0 0.1 0.0
C 0.3 0.0 -0.2
C 0.0 -0.1 -0.2
N 0.0 0.2 0.1
C -0.1 -0.2 -0.3
C -0.1 0.1 0.1
C -0.1 -0.3 0.1
C -0.1 0.3 -0.3